Formula: C18H21Cl3N2O8S6Sc
Source: the OMol25 dataset
Level of theory: wB97M-V/def2-TZVPD

The geometry in XYZ format:
```
59
Properties=species:S:1:pos:R:3:forces:R:3
Sc -0.13350 -0.62973 0.63318 0.18 -0.04 -0.24
C -2.89314 0.19358 2.21107 0.01 0.01 0.00
O -1.53654 -0.20397 2.37524 0.02 -0.01 0.04
C -1.26568 -0.69953 3.67368 -0.02 0.02 -0.01
C 0.20862 -0.97363 3.72336 0.00 -0.02 0.00
O 0.49923 -1.79166 2.59202 -0.02 0.00 0.00
C 1.76423 -2.47065 2.71393 -0.01 0.01 0.00
H -3.09599 1.04733 2.86129 0.00 0.00 0.01
H -3.55187 -0.64600 2.44245 0.00 -0.01 0.00
H -3.03434 0.48931 1.17582 0.00 0.01 -0.01
H -1.84251 -1.61664 3.83187 -0.01 -0.01 0.00
H -1.54208 0.05583 4.41493 0.00 0.01 0.01
H 0.45857 -1.51365 4.63951 0.00 -0.01 0.01
H 0.78388 -0.04657 3.67158 0.01 0.02 0.00
H 1.84246 -2.88460 3.72022 0.00 0.00 0.01
H 2.58369 -1.77675 2.52461 0.00 0.00 0.00
H 1.78931 -3.28186 1.99813 0.00 0.00 -0.01
O 3.66873 0.75088 0.21792 0.02 0.02 0.00
S 2.25766 0.98181 0.27829 -0.05 -0.01 0.00
O 1.46635 0.53511 -0.86923 -0.04 -0.03 0.03
O 1.60153 0.39524 1.48280 -0.01 -0.02 0.02
C 2.04272 2.75363 0.38072 -0.02 0.02 0.00
C 3.16383 3.50287 0.04777 0.00 -0.01 0.00
C 3.10541 4.88727 0.01035 -0.01 0.01 0.00
C 1.91633 5.53217 0.30229 0.01 0.00 0.00
C 0.79383 4.79135 0.63842 0.00 0.00 0.00
C 0.84283 3.40436 0.68551 0.03 -0.02 -0.01
S -0.66785 2.62800 1.26087 -0.02 -0.03 -0.05
O -0.46307 2.36984 2.66376 0.00 0.01 0.02
O -1.73059 3.54005 0.92288 -0.01 0.01 0.00
O -0.79802 1.37576 0.44839 0.01 0.04 0.03
H 4.08074 2.97821 -0.18004 -0.01 0.00 0.00
H 3.98938 5.45481 -0.25084 0.00 0.00 0.00
H 1.85587 6.61257 0.27071 0.00 0.00 0.00
H -0.14462 5.27738 0.86553 0.00 0.00 0.00
S -1.69751 -2.84297 0.90361 -0.01 0.04 -0.02
S -3.08655 -3.24045 -0.54354 0.03 -0.01 0.00
S -4.74684 -2.07976 -0.07987 -0.01 -0.01 0.03
S -4.72635 -0.43387 -1.12464 0.00 0.01 -0.01
C -2.00885 -0.80518 -5.72717 0.00 0.00 0.00
C -1.62547 -0.77380 -4.27632 0.00 0.00 -0.01
C -1.15668 -1.90060 -3.61971 -0.01 -0.01 -0.01
C -0.84124 -1.82916 -2.27605 0.01 0.00 0.01
N -0.94404 -0.70657 -1.56048 -0.04 0.02 0.02
C -1.39266 0.38632 -2.19201 0.01 -0.02 0.00
C -1.74264 0.39023 -3.52603 0.00 0.00 0.00
H -1.71047 -1.74185 -6.19578 0.00 0.00 0.00
H -1.54267 0.01825 -6.26971 0.00 0.00 0.00
H -3.09028 -0.69961 -5.83467 0.01 0.00 0.00
H -1.04098 -2.84322 -4.13899 0.00 0.01 0.00
H -0.48878 -2.70294 -1.74769 0.01 0.00 0.00
H -1.46141 1.28305 -1.59545 0.00 0.01 0.00
H -2.10341 1.30738 -3.97442 0.00 0.00 0.00
Cl 3.71117 -4.85051 1.07150 0.00 0.00 0.00
C 3.10215 -3.75846 -1.13607 -0.05 0.00 -0.02
Cl 4.59110 -3.08285 -1.65178 -0.01 0.00 0.01
Cl 2.48564 -5.09221 -2.03445 0.01 0.01 0.01
C 2.14789 -2.87347 -0.63602 0.08 0.03 -0.10
N 1.35347 -2.14986 -0.21322 -0.09 -0.01 0.22
```
Positions in Å, forces in eV/Å.

Results
Relative energy (zero: lowest compared OMol25 entry of this formula, charge and spin), kcal/mol: 2.8
Frontier orbital gap (alpha / beta), eV: 5.2 / 7.3
Total charge: -1
E_HOMO (alpha / beta), eV: -4.782 / -5.561